ORCA calculation (ωB97M-V/def2-TZVPD) on a molecular structure, C31H37AsN4O5S3Zr.

The geometry in XYZ format:
```
82
Properties=species:S:1:pos:R:3:lowdin_charge:R:1
Zr -0.78 -1.02 -0.38 1.590
N -1.59 -4.66 2.50 0.112
C -1.48 -3.77 1.50 -0.809
S -0.81 -2.21 1.89 0.660
N -1.90 -4.13 0.32 -0.002
N -1.74 -3.17 -0.64 -0.132
C -2.06 -3.54 -1.82 -0.046
C -1.96 -2.58 -2.91 -0.244
C -2.31 -2.90 -4.21 0.024
C -2.22 -1.92 -5.19 -0.002
C -1.81 -0.65 -4.83 -0.004
C -1.46 -0.41 -3.51 -0.092
N -1.53 -1.35 -2.57 -0.017
H -1.19 -4.47 3.40 0.099
H -1.89 -5.60 2.29 0.121
H -2.40 -4.55 -2.01 0.147
H -2.63 -3.91 -4.45 0.131
H -2.48 -2.15 -6.21 0.129
H -1.73 0.14 -5.56 0.125
H -1.10 0.56 -3.20 0.108
C 7.19 0.31 -0.39 -0.029
C 5.79 -0.06 -0.77 -0.237
C 5.54 -0.90 -1.85 -0.006
C 4.24 -1.25 -2.20 -0.025
C 3.19 -0.75 -1.44 -0.284
C 3.41 0.08 -0.34 -0.039
C 4.71 0.42 -0.02 -0.021
S 1.57 -1.15 -1.93 0.586
O 1.56 -1.55 -3.29 -0.229
O 0.97 -2.17 -0.99 -0.432
O 0.70 0.04 -1.60 -0.458
H 7.88 0.15 -1.22 0.086
H 7.53 -0.31 0.45 0.095
H 7.25 1.35 -0.08 0.088
H 6.36 -1.28 -2.44 0.127
H 4.04 -1.87 -3.06 0.123
H 2.58 0.46 0.24 0.100
H 4.89 1.08 0.81 0.108
O -0.07 0.45 0.99 -0.711
S -0.71 1.38 2.04 1.028
C 0.16 1.03 3.59 -0.266
C 1.65 1.03 3.54 -0.282
C 2.34 -0.14 3.22 -0.040
C 3.72 -0.16 3.24 -0.069
C 4.43 0.99 3.58 -0.074
C 3.75 2.16 3.88 -0.053
C 2.37 2.18 3.87 -0.045
C -0.06 2.99 1.56 -0.253
C -0.67 3.34 0.24 -0.293
C -0.01 3.03 -0.94 -0.044
C -0.59 3.32 -2.17 -0.068
C -1.85 3.92 -2.22 -0.066
C -2.51 4.23 -1.04 -0.071
C -1.93 3.94 0.18 -0.048
H -0.24 0.05 3.88 0.083
H -0.24 1.77 4.28 0.113
H 1.79 -1.04 2.97 0.093
H 4.25 -1.07 3.01 0.118
H 5.51 0.96 3.62 0.116
H 4.30 3.05 4.16 0.116
H 1.84 3.09 4.15 0.120
H 1.03 2.90 1.53 0.108
H -0.34 3.68 2.36 0.118
H 0.97 2.57 -0.91 0.113
H -0.05 3.11 -3.08 0.116
H -2.29 4.16 -3.17 0.112
H -3.48 4.72 -1.08 0.112
H -2.44 4.21 1.10 0.119
C -5.28 0.94 -0.33 -0.167
As -4.21 -0.40 0.50 1.073
C -4.87 -2.14 0.09 -0.169
C -4.15 -0.16 2.39 -0.180
O -2.64 -0.22 -0.13 -0.642
H -6.29 0.90 0.08 0.060
H -5.30 0.76 -1.40 0.057
H -4.83 1.91 -0.13 0.043
H -5.88 -2.23 0.50 0.062
H -4.22 -2.90 0.53 0.032
H -4.91 -2.26 -0.99 0.053
H -5.14 -0.34 2.80 0.061
H -3.84 0.86 2.60 0.039
H -3.43 -0.87 2.80 0.026
```

Computed properties:
Charge: +2
Calculated total energy, Ha: -5275.8533
Energy relative to the best compared isomer or geometry (same formula, charge and spin), eV: 0.458